DFT (the ωB97M-V functional and the def2-TZVPD basis) results for a structure of composition C15H44F6N11O17S2Zn.

Structure (XYZ):
```
96
Properties=species:S:1:pos:R:3:forces:R:3
Zn 10.68817 -6.24944 -18.14621 -0.65 1.80 -0.55
C 14.38543 -2.65237 -18.37556 0.63 0.83 -0.52
F 14.49076 -1.86600 -19.45246 -0.85 -1.32 0.10
F 14.62127 -3.99395 -18.71871 -0.49 2.94 1.11
F 15.31119 -2.10080 -17.54863 -1.34 -1.95 -0.07
S 12.54003 -2.39498 -17.55846 0.83 1.32 1.11
O 12.49414 -3.11767 -16.32783 0.14 -1.10 -0.45
O 12.34203 -0.94706 -17.38953 0.29 -2.83 -1.24
N 11.49981 -3.26434 -18.69635 1.57 1.15 1.01
S 10.98621 -2.19376 -19.80340 -3.00 0.56 -4.07
O 11.72307 -0.96680 -19.97213 0.17 -1.15 0.60
O 10.59875 -2.84416 -21.08791 0.56 0.47 3.45
C 9.32522 -1.57576 -18.91924 0.48 0.30 -1.25
F 9.57448 -0.53190 -18.14753 0.12 -0.22 -0.17
F 8.40597 -1.23188 -19.83443 0.64 -0.21 0.28
F 8.84741 -2.55884 -18.18968 -0.26 -0.59 0.40
C 6.89089 -6.55559 -20.16595 0.00 1.40 -1.63
O 8.04060 -6.69514 -19.84569 3.17 -0.68 1.98
N 5.79085 -6.95232 -19.60530 -1.47 -2.39 2.61
N 6.56566 -5.90985 -21.29168 0.18 1.50 -3.54
H 4.90319 -6.65349 -19.98329 0.21 -0.32 0.12
H 5.91726 -7.84580 -19.15164 -0.81 0.16 0.54
H 7.32988 -5.48350 -21.79598 0.35 0.31 0.40
H 6.18011 -6.56538 -21.95632 -0.76 0.13 -0.05
C 15.33718 2.31749 -23.46033 0.92 -0.64 -1.09
O 15.97910 1.33168 -23.35481 2.40 -4.02 0.63
N 15.54391 3.13682 -24.45530 0.69 2.51 -2.67
N 14.37182 2.62604 -22.68254 -4.01 1.79 3.28
H 16.21352 2.79251 -25.12846 -0.19 0.65 -0.01
H 15.01274 3.99141 -24.54262 0.43 -0.26 -0.54
H 13.94850 3.53358 -22.81391 -0.45 -0.47 0.54
H 14.03384 1.95942 -22.00319 0.15 0.42 -0.12
C 7.97917 -5.71751 -14.65922 -1.70 -0.61 2.91
O 8.61145 -5.73083 -15.65713 2.26 -0.40 -4.37
N 8.39554 -5.28927 -13.49195 2.60 1.82 1.99
N 6.75558 -6.18436 -14.40384 -2.12 -1.01 -1.64
H 7.72640 -5.31706 -12.73593 1.32 0.47 0.30
H 9.32364 -4.89294 -13.45110 -0.34 0.23 0.59
H 6.32043 -6.81544 -15.06148 -0.41 0.34 0.52
H 6.43714 -5.92834 -13.48017 -1.07 -0.98 -0.87
C 16.83672 -4.44536 -13.21863 -4.56 -2.04 -1.99
O 16.51096 -5.36943 -13.96154 -0.83 0.30 -0.53
N 16.04731 -3.46531 -12.74787 -1.49 1.22 -0.32
N 17.94741 -4.44853 -12.64134 7.31 0.41 3.13
H 15.05786 -3.48702 -12.94942 0.35 0.40 -0.03
H 16.49839 -2.68897 -12.28537 -0.79 -0.08 -0.06
H 18.22462 -3.65744 -12.07794 0.19 -0.47 0.03
H 18.61950 -5.19215 -12.76559 -0.27 0.28 -0.26
C 11.96831 -0.09365 -11.88408 0.97 -6.72 0.52
O 12.24828 -1.31582 -11.82045 -0.34 1.12 0.72
N 12.22404 0.55780 -12.94991 1.24 3.13 -4.75
N 11.33682 0.61669 -11.01418 -1.86 2.42 3.05
H 12.48766 0.07452 -13.79669 0.00 0.17 0.31
H 11.91589 1.51887 -12.98889 0.32 -0.24 -0.75
H 11.25300 1.57313 -11.32769 -0.50 -0.02 1.23
H 11.13066 0.33152 -10.06746 0.19 0.08 -0.40
C 8.67928 0.25396 -25.26899 -0.56 0.19 -1.22
C 7.81568 -0.21956 -26.56810 2.31 0.02 2.09
O 7.45482 -1.55216 -26.26510 -0.95 0.16 -0.71
O 9.91150 -0.42159 -24.96683 -0.41 0.43 -1.20
H 8.15723 0.18956 -24.31431 -1.03 0.15 -0.47
H 8.86371 1.30541 -25.48931 0.59 0.01 0.35
H 8.39145 -0.21133 -27.49358 0.80 0.04 0.17
H 6.98740 0.43223 -26.84599 -0.42 0.17 0.92
H 6.82060 -1.70036 -26.97038 -0.26 -1.05 0.13
H 9.68607 -1.31158 -24.68630 -0.06 -0.12 -0.03
C 15.38748 -3.11764 -25.42835 -2.52 1.99 -0.26
C 15.13187 -3.43589 -23.98133 -1.97 1.07 -0.98
O 14.41120 -4.66111 -24.01336 0.22 -1.23 1.10
O 16.55957 -3.65011 -25.78418 3.41 -0.96 -0.94
H 15.22918 -2.06372 -25.65706 1.25 0.50 0.33
H 14.67316 -3.49620 -26.15946 -1.12 -0.60 0.73
H 14.42267 -2.71048 -23.58267 0.13 0.07 0.30
H 16.06407 -3.38702 -23.41855 -0.06 -0.40 0.09
H 15.01036 -5.39469 -23.85697 0.01 -0.10 0.09
H 16.47198 -4.54961 -25.46041 0.65 -0.35 -0.40
C 10.78987 4.33343 -20.13119 0.46 -2.21 2.22
C 11.59736 4.10336 -18.73928 -1.36 0.02 -0.70
O 11.35800 5.08583 -17.71531 0.44 -0.19 -1.06
O 11.31155 5.21472 -21.05788 0.26 0.84 -0.04
H 9.73297 4.49227 -19.91712 -0.05 0.54 0.31
H 10.76344 3.34061 -20.58033 0.36 -0.14 -0.24
H 12.66088 3.91601 -18.88737 0.18 0.47 -0.37
H 11.25680 3.16807 -18.29505 -0.42 -0.07 -0.23
H 11.90319 5.82612 -17.99158 -0.03 0.40 0.34
H 10.95606 6.07514 -20.82358 0.18 0.28 -0.26
C 11.42023 -8.67519 -22.08151 2.29 -0.77 0.03
C 11.48253 -10.06739 -21.42638 -0.47 0.24 1.15
O 10.34820 -10.46564 -20.66011 -0.70 -0.20 -0.63
O 12.02353 -7.59786 -21.26053 -1.37 -1.08 -0.25
H 10.51766 -8.41745 -22.63560 -0.40 0.10 0.80
H 12.14997 -8.85899 -22.87006 0.19 0.41 -0.35
H 12.31945 -10.25092 -20.75259 0.63 0.93 -0.20
H 11.68514 -10.80762 -22.20040 -0.78 -0.03 -0.17
H 10.30149 -10.01816 -19.81206 0.31 0.06 -0.13
H 12.37125 -7.00025 -21.92652 0.12 0.50 0.17
```
Positions in Å, forces in eV/Å.

Its total charge is +1. The lowest unoccupied orbital energy is -9.126 eV.



DFT (the ωB97M-V functional and the def2-TZVPD basis) results for a structure of composition C15H44O15S4.

Structure (XYZ):
```
78
Properties=species:S:1:pos:R:3:forces:R:3
O 10.01490 27.98137 -21.94956 0.29 2.90 0.91
S 10.14044 29.33455 -21.36429 0.10 -0.39 -0.69
O 9.39754 29.62429 -20.11936 0.85 -0.47 -5.50
O 11.74639 29.64731 -21.05109 -4.03 1.32 1.27
C 12.67315 29.15482 -21.91312 1.62 -1.32 -1.99
C 13.24669 27.89924 -21.33322 1.11 -0.92 -0.09
C 9.82002 30.72643 -22.63370 0.03 -1.57 1.22
H 13.35494 29.94092 -22.23761 0.45 0.15 0.88
H 12.29892 28.86635 -22.89538 -0.79 -0.10 -0.06
H 13.59436 27.91239 -20.30024 -0.11 0.64 0.05
H 14.11318 27.60377 -21.92481 0.03 -0.18 -0.12
H 12.51873 27.08934 -21.38076 -0.11 0.09 -0.13
H 8.73451 30.80581 -22.57476 0.10 0.12 -0.39
H 10.20581 30.37596 -23.59099 -0.26 -0.03 0.09
H 10.31491 31.64759 -22.32601 -0.03 -0.28 0.30
O 8.39299 24.68685 -14.65256 1.12 0.78 -0.25
S 9.14063 25.91277 -14.90752 0.71 -1.38 -2.29
O 8.78665 27.04320 -14.10328 0.71 0.11 -0.20
O 10.80326 25.64559 -14.79597 -2.71 1.60 0.53
C 11.34667 24.40620 -15.14683 0.76 -0.85 0.57
C 11.26585 23.44757 -13.98103 0.50 0.22 0.69
C 9.09282 26.39242 -16.70984 -1.17 -6.84 4.70
H 12.37820 24.71324 -15.31941 0.14 -0.56 -0.29
H 10.93269 23.91669 -16.02836 -0.23 0.46 -0.33
H 10.23680 23.14445 -13.78792 0.19 -0.29 -0.13
H 11.63161 23.95618 -13.08904 -0.19 0.28 0.10
H 11.98295 22.63143 -14.06918 -0.40 -0.39 -0.41
H 9.67864 27.29271 -16.89528 1.15 -6.30 2.76
H 8.05754 26.72882 -16.76582 0.60 -3.23 1.56
H 9.29371 25.56587 -17.39144 0.06 -0.67 0.58
O 13.73213 30.79026 -17.15157 11.94 -4.39 5.83
S 14.34942 30.11982 -16.00428 2.10 -2.80 2.23
O 14.05597 30.56599 -14.66040 -0.08 -0.59 -1.59
O 13.83749 28.51792 -16.13057 0.48 2.20 2.42
C 14.00784 27.87038 -17.32803 0.82 -1.28 -2.95
C 13.97596 26.34564 -17.21085 -0.55 0.69 1.01
C 16.23093 29.90538 -16.18406 -2.38 0.83 0.00
H 14.93196 28.11873 -17.84997 0.45 0.35 0.26
H 13.21597 28.18634 -18.00714 1.62 -1.04 0.14
H 14.07819 25.81543 -18.15769 0.22 0.35 -0.08
H 12.99261 26.09539 -16.81272 0.08 -0.25 0.17
H 14.75471 26.05309 -16.50653 -0.06 -0.35 -0.05
H 16.56119 30.87795 -15.81919 0.27 -0.14 -0.09
H 16.22295 29.87306 -17.27355 0.94 -0.37 0.16
H 16.60903 29.07108 -15.59322 -0.11 0.05 -0.36
O 5.25516 31.19431 -17.25330 1.35 1.81 0.48
S 6.04609 32.40191 -16.98804 0.68 -0.37 -0.02
O 5.82542 33.20843 -15.78265 0.77 -1.82 -2.12
O 7.69943 31.98797 -17.08219 -2.50 0.98 0.93
C 8.16828 31.29914 -18.23530 0.56 -1.44 -0.60
C 9.37684 30.43799 -17.84876 -2.37 2.99 1.57
C 5.94795 33.52172 -18.40462 -0.98 0.47 0.23
H 8.41246 31.98378 -19.04755 0.11 0.42 0.10
H 7.44441 30.60658 -18.66479 -0.67 0.16 0.24
H 9.77203 29.80934 -18.64671 -2.74 1.73 1.25
H 9.10238 29.75809 -17.04222 0.84 2.66 -0.26
H 10.20409 31.10112 -17.59576 -1.53 0.03 0.71
H 6.05400 34.53790 -18.02483 0.78 -0.16 0.07
H 4.91882 33.56383 -18.76129 -0.14 -0.64 0.07
H 6.58563 33.27873 -19.25458 0.15 -0.10 0.44
C 8.08152 27.64564 -18.24763 -2.07 1.06 -2.87
O 8.61268 28.26747 -17.06995 -16.29 4.61 0.60
H 8.86013 27.11450 -18.79515 0.07 0.36 0.15
H 7.31323 26.90068 -18.04060 -0.27 0.55 -0.39
H 7.69930 28.45171 -18.87392 -0.06 -0.20 -0.14
H 7.81843 28.60125 -16.64646 -0.32 0.75 0.59
C 11.20802 28.86011 -18.24058 1.91 -0.40 0.59
O 10.47615 28.10796 -17.26882 12.03 3.21 -3.31
H 12.27322 28.78501 -18.02199 -1.97 0.65 -0.56
H 10.94009 28.63145 -19.27210 0.75 -1.13 0.75
H 10.90717 29.90587 -18.17751 2.61 -2.01 0.25
H 9.56065 28.24763 -17.52173 3.78 2.56 -1.96
C 12.18236 31.48901 -17.57144 -7.19 2.94 -2.73
O 12.10427 32.84274 -17.12628 0.85 0.16 -0.44
H 11.36262 31.23067 -18.24179 0.38 1.50 -0.36
H 13.05372 31.19148 -18.15481 -3.11 2.59 -3.19
H 12.05932 30.85924 -16.69032 -1.55 0.21 -0.48
H 11.21387 33.18895 -17.22065 -0.09 -0.23 0.01
```
Positions in Å, forces in eV/Å.

As for the energy above the lowest of the compared OMol25 structures with the same formula, charge and spin: 544.3 kcal per mole. Its total charge is 0. The lowest unoccupied orbital energy is -0.233 eV.



DFT (the ωB97M-V functional and the def2-TZVPD basis) results for a structure of composition C15H45O8Y.

Structure (XYZ):
```
69
Properties=species:S:1:pos:R:3:forces:R:3
Y 19.54534 1.00990 29.75308 -3.16 3.54 1.82
C 17.21186 3.55077 30.24411 1.49 -0.52 -1.54
O 18.18946 2.57629 30.63929 2.43 -3.30 -0.91
H 16.18410 3.33106 30.52468 0.16 -0.08 0.40
H 17.57551 4.53766 30.52379 -0.34 0.00 0.35
H 17.33175 3.47770 29.15723 -0.93 0.75 -0.15
C 15.34548 -0.38889 27.77969 1.76 0.74 -1.55
C 16.30706 0.57867 28.47983 -2.31 1.10 1.32
O 17.66159 0.07720 28.65468 1.25 -0.65 -0.05
H 15.40938 -0.12286 26.72053 -0.22 -0.41 -0.11
H 14.30176 -0.27376 28.04676 0.11 -0.16 0.54
H 15.74369 -1.40342 27.85695 -0.56 -0.20 0.27
H 15.87026 0.76633 29.46448 0.65 -0.16 0.25
H 16.36662 1.56518 28.02075 0.21 -0.26 -0.42
H 17.63754 -0.84213 28.33263 0.13 0.18 0.06
C 22.25035 4.70020 29.48018 -0.66 0.87 -0.28
C 21.15537 3.78545 29.98591 1.29 1.15 0.25
O 21.40442 2.42473 29.45516 -0.64 -1.02 0.04
H 23.21012 4.56617 29.97792 0.07 -0.30 -0.26
H 21.95391 5.73080 29.69849 -0.07 -0.08 0.35
H 22.28417 4.72768 28.38939 0.38 -0.42 0.01
H 20.19260 4.13224 29.62160 -0.15 -0.26 0.32
H 21.29493 3.69719 31.06402 -0.87 0.13 0.06
H 22.37614 2.37566 29.46266 -0.18 -0.49 -0.30
C 16.32937 6.64683 33.24156 -0.06 -1.78 0.22
C 17.53001 7.54669 33.41975 -0.92 1.39 -0.04
O 18.70627 6.99588 32.85153 0.10 -0.35 0.41
H 15.35357 6.90278 33.65187 0.21 0.81 -0.03
H 16.53332 5.69630 33.75508 0.21 0.06 0.11
H 16.16740 6.30986 32.21211 0.03 0.49 -0.18
H 17.65006 7.80805 34.47331 0.51 -0.63 0.08
H 17.36536 8.54777 32.99843 -0.16 -0.18 -0.40
H 18.43014 6.46615 32.09841 0.06 0.10 -0.09
C 15.61282 0.37023 33.83510 -1.66 0.65 -0.21
C 15.08944 0.52142 32.39965 1.19 -0.08 1.16
O 15.71800 -0.52931 31.62556 -0.76 0.49 -0.74
H 15.41721 -0.62343 34.23159 0.37 -0.18 -0.20
H 14.94749 1.01109 34.42729 0.54 0.22 0.25
H 16.64884 0.68502 33.91466 0.05 -0.15 0.15
H 15.39696 1.51467 32.05298 0.17 -0.18 -0.38
H 13.99967 0.54560 32.36722 0.00 -0.58 -0.14
H 15.00022 -1.09278 31.31422 0.22 -0.14 0.03
C 16.89560 7.32479 29.68864 0.22 0.57 -0.60
C 17.88873 7.96807 28.70170 1.17 0.23 1.49
O 19.15851 7.29131 28.84782 -0.07 -1.08 -0.32
H 15.91153 7.76952 29.54347 -0.04 0.03 0.13
H 17.25148 7.56649 30.68681 -0.12 0.11 0.04
H 16.77080 6.24184 29.65297 0.19 0.03 -0.53
H 18.16303 8.93810 29.12734 -0.95 0.41 -0.37
H 17.61767 8.08790 27.65361 -0.34 -0.35 0.07
H 19.85036 7.84284 28.47369 -0.08 0.10 -0.04
C 19.60587 3.40138 35.86792 -0.20 0.15 -0.58
C 18.93192 3.70855 34.55200 -0.85 0.00 -0.47
O 19.39158 2.83818 33.48292 0.61 0.02 -0.12
H 19.25013 4.08419 36.63827 -0.20 -0.05 -0.02
H 20.67347 3.59814 35.77327 0.08 -0.41 0.08
H 19.35917 2.37853 36.14586 0.40 -0.03 0.21
H 19.05232 4.75703 34.26561 0.22 -0.04 -0.03
H 17.85454 3.50565 34.56317 -0.04 0.26 0.64
H 18.81050 3.00522 32.73336 -0.02 -0.01 0.00
C 13.09299 3.33139 30.25005 0.25 0.92 0.11
C 12.84935 4.39742 31.33517 1.47 -0.43 0.18
O 12.24469 3.84092 32.48372 -0.30 -0.10 -0.04
H 13.33968 2.39885 30.75861 -0.78 -0.29 -0.14
H 14.00623 3.51210 29.67268 -0.16 0.52 -0.15
H 12.25013 3.37710 29.56260 0.01 -0.92 -0.04
H 12.35154 5.29939 30.97461 -0.23 -0.17 -0.11
H 13.84189 4.70158 31.68606 -0.14 0.28 0.10
H 11.47754 3.31849 32.22213 -0.07 0.17 0.04
```
Positions in Å, forces in eV/Å.

As for the energy above the lowest of the compared OMol25 structures with the same formula, charge and spin: 24.6 kcal per mole. Its total charge is +2. The lowest unoccupied orbital energy is -8.906 eV.



Number 1: orbital gap 1.51 eV. Number 2: orbital gap 7.76 eV. Number 3: orbital gap 5.19 eV.